[1]
{
  "formula": "C30H32FN6O5W",
  "method": "the ωB97M-V functional and the def2-TZVPD basis",
  "elements": ["W", "F", "O", "O", "O", "O", "O", "N", "N", "N", "N", "N", "N", "C", "C", "C", "C", "C", "C", "C", "C", "C", "C", "C", "C", "C", "C", "C", "C", "C", "C", "C", "C", "C", "C", "C", "C", "C", "C", "C", "C", "C", "C", "H", "H", "H", "H", "H", "H", "H", "H", "H", "H", "H", "H", "H", "H", "H", "H", "H", "H", "H", "H", "H", "H", "H", "H", "H", "H", "H", "H", "H", "H", "H", "H"],
  "positions_angstrom": [[-2.33, 1.92, -0.89], [4.31, 0.10, 0.99], [-3.13, -0.76, -2.08], [-1.09, 3.56, -1.40], [-0.41, 0.94, -0.50], [-0.29, 4.80, -3.09], [-3.08, 0.29, -0.09], [-1.69, 1.60, -3.09], [-0.01, -3.12, -0.06], [7.18, -3.68, 1.97], [-2.95, 2.89, 0.89], [4.66, -2.60, 1.23], [-1.15, 2.82, -3.55], [0.26, -5.22, 1.37], [1.09, -2.31, 0.20], [-4.02, 2.93, -1.61], [-4.60, 2.96, -2.88], [7.07, -2.30, 1.39], [-1.02, -5.36, 0.61], [0.97, -0.92, 0.06], [-4.83, 3.86, 1.96], [-2.82, 3.45, 3.20], [-5.91, 3.34, -3.08], [-4.84, 3.33, -0.52], [0.11, -4.58, 0.02], [-4.22, 3.37, 0.82], [-4.13, 3.91, 3.16], [-6.17, 3.66, -0.71], [-1.35, -1.23, -0.57], [-6.71, 3.67, -1.99], [2.32, -2.88, 0.55], [2.10, -0.11, 0.31], [-0.28, -0.33, -0.33], [5.86, -2.24, 0.48], [-2.64, -0.60, -0.99], [3.27, -0.68, 0.69], [5.92, -4.09, 2.68], [3.43, -2.09, 0.81], [-2.27, 2.94, 2.04], [-0.84, 3.74, -2.62], [-1.16, -2.58, -0.45], [0.01, 5.91, -2.18], [4.73, -3.96, 1.74], [-1.26, -6.31, 0.14], [6.03, -5.11, 3.02], [-4.60, 4.30, 4.05], [-1.96, -3.27, -0.68], [-2.24, 3.48, 4.11], [3.83, -4.18, 2.32], [5.78, -1.24, 0.08], [7.97, -3.72, 2.63], [-4.02, 2.69, -3.76], [-1.26, 2.54, 2.02], [-1.88, -4.83, 1.00], [-1.01, 0.85, -3.19], [-0.91, 2.94, -4.52], [-0.86, 6.12, -1.57], [-5.85, 4.23, 1.92], [6.97, -1.60, 2.22], [4.80, -4.70, 0.93], [7.39, -4.35, 1.23], [0.92, -6.08, 1.44], [-6.81, 3.92, 0.12], [-2.52, 1.34, -3.64], [5.99, -2.93, -0.37], [0.25, 6.74, -2.83], [7.99, -2.09, 0.84], [5.80, -3.43, 3.53], [-6.33, 3.36, -4.08], [2.41, -3.95, 0.62], [0.25, -4.57, 2.24], [-7.74, 3.93, -2.14], [0.86, 5.64, -1.57], [0.64, -5.00, -0.82], [2.02, 0.96, 0.24]],
  "lowdin_spin": [1.6732, 0.0002, 0.0522, 0.0255, 0.0420, 0.0008, 0.0318, 0.0198, 0.0046, 0.0000, 0.0197, 0.0005, 0.0042, 0.0002, 0.0013, 0.0052, 0.0060, 0.0000, 0.0000, 0.0014, -0.0019, -0.0006, -0.0014, 0.0075, 0.0003, 0.0196, 0.0203, 0.0035, 0.0027, 0.0009, -0.0001, 0.0002, 0.0056, 0.0001, 0.0132, 0.0009, 0.0000, 0.0010, 0.0231, 0.0061, 0.0000, 0.0005, 0.0000, 0.0000, 0.0000, 0.0010, 0.0000, -0.0004, 0.0000, 0.0000, 0.0000, -0.0001, 0.0022, 0.0000, 0.0032, -0.0003, 0.0001, -0.0003, 0.0000, 0.0000, 0.0000, 0.0000, 0.0006, 0.0039, 0.0000, 0.0000, 0.0000, 0.0000, -0.0001, 0.0000, 0.0000, 0.0000, 0.0001, 0.0001, 0.0000],
  "multiplicity": 3,
  "e_above_lowest_kcal_mol": 7.05,
  "e_homo_ev": [-15.3, -15.4],
  "charge": 3,
  "homo_lumo_gap_ev": [7.22, 7.59]
}



[2]
{
  "formula": "C5H13NO",
  "method": "the ωB97M-V functional and the def2-TZVPD basis",
  "elements": ["O", "N", "C", "C", "C", "C", "C", "H", "H", "H", "H", "H", "H", "H", "H", "H", "H", "H", "H", "H"],
  "positions_angstrom": [[2.09, 2.29, 1.00], [0.30, -2.26, 0.70], [0.13, 1.21, -2.23], [-1.56, -1.14, 1.85], [-0.54, -1.09, 0.76], [-0.66, -0.19, -0.23], [0.47, 0.20, -1.14], [1.30, -2.10, 0.75], [-2.42, -0.50, 1.64], [-1.66, 0.05, -0.59], [1.54, 1.56, 1.31], [0.87, 1.19, -3.03], [0.22, -2.67, -0.23], [1.65, 3.08, 1.35], [0.93, -0.65, -1.64], [-0.84, 1.00, -2.69], [0.02, 2.22, -1.83], [1.23, 0.68, -0.52], [-1.09, -0.77, 2.76], [-1.99, -2.13, 2.01]],
  "nbo_charge": [-0.9378, -0.8585, -0.5943, -0.6414, 0.1698, -0.2363, -0.4559, 0.3681, 0.2123, 0.2061, 0.4699, 0.2112, 0.3649, 0.4711, 0.1978, 0.1958, 0.2058, 0.2200, 0.2165, 0.2150],
  "smiles": "CC/C=C(/C)N.O",
  "e_above_lowest_kcal_mol": 46.80,
  "e_homo_ev": -8.6,
  "homo_lumo_gap_ev": 9.39
}



[3]
{
  "formula": "C9H12NP",
  "method": "the ωB97M-V functional and the def2-TZVPD basis",
  "elements": ["P", "N", "C", "C", "C", "C", "C", "C", "C", "C", "C", "H", "H", "H", "H", "H", "H", "H", "H", "H", "H", "H", "H"],
  "positions_angstrom": [[-1.16, -0.56, 1.06], [1.19, 1.83, -0.45], [-1.40, -2.25, -1.16], [-1.06, -1.19, -2.12], [0.03, -0.45, -2.28], [1.22, -0.49, -1.39], [-0.52, -1.30, 2.66], [0.91, 0.61, -0.47], [-1.12, -2.11, 0.13], [1.31, 3.04, 0.11], [0.58, 4.11, -0.21], [1.34, -1.48, -1.04], [0.56, -1.64, 2.53], [1.97, 3.06, 1.08], [-1.86, -1.07, -2.94], [0.92, 4.99, 0.38], [-1.27, -2.94, 0.88], [-0.34, 4.22, -0.81], [-1.12, -2.17, 2.82], [-1.62, -3.30, -1.60], [-0.01, 0.23, -3.13], [-0.38, -0.49, 3.31], [2.20, -0.30, -2.04]],
  "nbo_charge": [0.6453, -0.4236, -0.2256, -0.2149, -0.1619, -0.5561, -0.9629, 0.3378, -0.5692, -0.0473, -0.4561, 0.2512, 0.2254, 0.2115, 0.2077, 0.1979, 0.2114, 0.2159, 0.2308, 0.2178, 0.2181, 0.2346, 0.2121],
  "multiplicity": 3,
  "e_above_lowest_kcal_mol": 19.07,
  "e_homo_ev": [-5.7, -8.7],
  "homo_lumo_gap_ev": [6.44, 7.45]
}



[4]
{
  "formula": "C3HN3O",
  "method": "the ωB97M-V functional and the def2-TZVPD basis",
  "elements": ["O", "N", "N", "N", "C", "C", "C", "H"],
  "positions_angstrom": [[0.17, 1.51, 0.89], [-1.09, 0.04, -0.16], [1.53, -2.83, -1.36], [1.02, 0.58, 0.36], [1.08, -1.90, -0.90], [-1.06, 1.13, 0.54], [0.23, -0.23, -0.25], [-1.89, 1.71, 0.87]],
  "nbo_charge": [-0.2397, -0.4886, -0.3598, -0.1501, 0.2620, 0.3590, 0.3984, 0.2188],
  "e_above_lowest_kcal_mol": 55.06,
  "e_homo_ev": -12.1,
  "homo_lumo_gap_ev": 11.59
}



[5]
{
  "formula": "C24H20CrN4OS2",
  "method": "the ωB97M-V functional and the def2-TZVPD basis",
  "elements": ["Cr", "S", "S", "O", "N", "N", "N", "N", "C", "C", "C", "C", "C", "C", "C", "C", "C", "C", "C", "C", "C", "C", "C", "C", "C", "C", "C", "C", "C", "C", "C", "C", "H", "H", "H", "H", "H", "H", "H", "H", "H", "H", "H", "H", "H", "H", "H", "H", "H", "H", "H", "H"],
  "positions_angstrom": [[-3.76, -0.68, 1.26], [-5.46, -1.77, 0.22], [-4.28, -1.49, 3.27], [8.13, 1.71, -2.14], [2.16, -0.24, -1.31], [-2.06, -1.51, 0.67], [-2.82, 1.01, 0.64], [1.73, 1.97, -1.15], [0.88, -0.04, -0.85], [-3.17, 2.30, 0.79], [4.03, 1.20, -1.86], [-0.55, -3.36, 0.13], [0.36, -2.48, -0.40], [-2.29, 3.38, 0.60], [2.66, 0.98, -1.50], [6.23, 0.31, -2.05], [-1.78, -2.85, 0.61], [-0.66, 1.81, -0.22], [4.54, 2.48, -1.96], [-1.20, -0.66, 0.12], [6.77, 1.64, -2.09], [-1.56, 0.74, 0.11], [-5.73, -2.42, 2.93], [0.55, 1.33, -0.74], [8.87, 2.96, -2.05], [-1.08, 3.14, 0.00], [-7.50, -3.26, 1.33], [-6.39, -3.22, 3.97], [4.91, 0.09, -1.93], [5.92, 2.74, -1.98], [0.05, -1.08, -0.37], [-6.22, -2.47, 1.65], [-2.52, -3.60, 1.02], [3.87, 3.38, -1.90], [-0.39, 3.97, -0.22], [-6.46, -4.26, 3.68], [-0.34, -4.41, 0.28], [-7.22, -4.22, 0.81], [-7.97, -3.59, 2.24], [4.42, -0.89, -1.87], [9.85, 2.64, -1.81], [6.97, -0.46, -2.04], [-7.46, -2.91, 4.12], [1.33, -2.74, -0.76], [1.91, 2.97, -1.15], [6.23, 3.77, -1.85], [8.92, 3.48, -2.97], [-4.20, 2.47, 1.14], [8.51, 3.60, -1.21], [-5.94, -3.11, 5.01], [-2.59, 4.33, 1.03], [-8.20, -2.67, 0.73]],
  "nbo_charge": [1.0135, -0.3075, -0.2794, -0.4984, -0.4611, -0.5270, -0.5388, -0.5405, 0.1081, 0.0561, -0.0836, -0.2542, -0.1248, -0.2449, 0.3655, -0.2569, 0.0847, -0.0868, -0.1603, 0.2090, 0.3426, 0.1299, -0.2156, 0.1588, -0.2477, -0.1737, -0.6456, -0.6445, -0.1572, -0.3259, -0.0733, -0.1665, 0.2391, 0.1929, 0.2141, 0.2127, 0.2336, 0.2114, 0.2077, 0.2472, 0.2018, 0.2289, 0.2117, 0.2362, 0.4202, 0.2262, 0.1865, 0.2147, 0.1802, 0.2248, 0.2348, 0.2212],
  "multiplicity": 5,
  "e_homo_ev": [-5.9, -6.4],
  "homo_lumo_gap_ev": [5.20, 5.58]
}



[6]
{
  "formula": "C6H7FN2",
  "method": "the ωB97M-V functional and the def2-TZVPD basis",
  "elements": ["F", "N", "N", "C", "C", "C", "C", "C", "C", "H", "H", "H", "H", "H", "H", "H"],
  "positions_angstrom": [[1.42, 2.41, -0.64], [1.18, 0.20, 0.48], [-0.72, -0.84, -0.44], [1.84, -0.95, 0.40], [-0.11, 0.20, 0.11], [-0.89, 1.40, 0.36], [-0.05, -1.97, -0.57], [1.26, -2.10, -0.09], [-2.09, 1.60, -0.17], [-0.57, -2.78, -1.06], [-0.45, 2.13, 1.02], [-2.53, 0.87, -0.84], [1.51, 1.64, -0.07], [-2.66, 2.49, 0.03], [2.87, -0.92, 0.74], [1.79, -3.04, -0.13]],
  "nbo_charge": [-0.6111, -0.5160, -0.4421, 0.1027, 0.4008, -0.2506, 0.1017, -0.3135, -0.2968, 0.2007, 0.2267, 0.2104, 0.5479, 0.2014, 0.2067, 0.2311],
  "smiles": "C=Cc1ncccn1.F",
  "e_above_lowest_kcal_mol": 0.00,
  "e_homo_ev": -9.6,
  "homo_lumo_gap_ev": 9.69
}



Respective DFT total energy values: -55328.20831, -8931.98138, -20299.43855, -9640.42992, -83313.11423, -12032.71182 eV.